(1)
{
  "formula": "C11H18O",
  "method": "ωB97M-V with the def2-TZVPD basis set",
  "lumo_ev": 0.893,
  "total_energy_ha": -505.1193,
  "species": ["C", "C", "C", "C", "C", "C", "O", "C", "C", "H", "H", "H", "H", "H", "H", "H", "H", "H", "H", "C", "C", "C", "H", "H", "H", "H", "H", "H", "H", "H"],
  "positions_angstrom": [[3.021, 0.108, -1.738], [1.493, 0.378, -1.486], [1.232, 0.963, -0.143], [1.794, 2.235, 0.124], [1.638, 2.821, 1.375], [0.914, 2.067, 2.282], [0.457, 2.647, 3.455], [0.651, 0.712, 2.186], [0.682, 0.181, 0.889], [3.076, -0.329, -2.766], [3.488, -0.596, -1.072], [3.550, 1.052, -1.669], [1.142, 1.209, -2.102], [1.014, -0.557, -1.789], [2.374, 2.698, -0.675], [1.937, 3.829, 1.650], [0.506, 3.608, 3.399], [0.447, 0.214, 3.114], [0.485, -0.828, 0.559], [-3.477, -3.052, -0.786], [-2.195, -2.301, -0.290], [-2.345, -0.794, -0.462], [-4.278, -2.453, -1.238], [-3.342, -3.809, -1.534], [-3.894, -3.371, 0.172], [-1.368, -2.843, -0.804], [-2.111, -2.412, 0.823], [-1.297, -0.478, -0.434], [-2.892, -0.447, 0.398], [-2.702, -0.450, -1.437]],
  "nbo_charge": [-0.59, -0.42, -0.06, -0.18, -0.30, 0.30, -0.68, -0.27, -0.18, 0.20, 0.21, 0.20, 0.21, 0.21, 0.21, 0.22, 0.48, 0.23, 0.22, -0.63, -0.40, -0.61, 0.20, 0.21, 0.21, 0.20, 0.19, 0.21, 0.21, 0.20]
}

=====

(2)
{
  "formula": "C6H19N3",
  "method": "ωB97M-V with the def2-TZVPD basis set",
  "lumo_ev": 0.918,
  "total_energy_ha": -404.1682,
  "species": ["C", "C", "C", "C", "N", "N", "H", "H", "H", "H", "H", "H", "H", "H", "H", "H", "H", "H", "C", "C", "N", "H", "H", "H", "H", "H", "H", "H"],
  "positions_angstrom": [[-0.991, 1.204, 0.561], [1.125, 1.015, 0.023], [-0.869, 2.230, 1.662], [2.013, 0.384, 1.094], [-1.488, -0.014, 0.923], [-1.584, 1.707, -0.599], [-1.211, -0.794, 0.146], [-1.816, 0.998, -1.281], [-1.152, -0.310, 1.830], [-1.077, 2.477, -1.011], [1.514, 0.814, -0.985], [1.231, 2.105, 0.071], [-1.852, 2.398, 2.108], [-0.191, 1.870, 2.433], [-0.492, 3.174, 1.275], [3.009, 0.843, 1.165], [1.564, 0.469, 2.090], [2.178, -0.681, 0.913], [-0.464, -1.548, -2.280], [0.377, -2.659, -0.284], [-0.232, -1.463, -0.848], [0.396, -0.605, -0.640], [0.456, -1.770, -2.839], [-0.850, -0.596, -2.645], [-1.197, -2.328, -2.505], [0.515, -2.518, 0.788], [-0.273, -3.525, -0.436], [1.358, -2.877, -0.729]],
  "nbo_charge": [0.49, -0.68, -0.66, -0.63, -0.89, -0.84, 0.42, 0.37, 0.36, 0.37, 0.18, 0.18, 0.23, 0.22, 0.22, 0.20, 0.19, 0.19, -0.41, -0.41, -0.69, 0.44, 0.17, 0.19, 0.20, 0.20, 0.19, 0.18]
}

=====

(3)
{
  "formula": "C38H50ClN7O2S4SiTa",
  "method": "ωB97M-V with the def2-TZVPD basis set",
  "total_charge": 3,
  "lumo_ev": -10.237,
  "total_energy_ha": -4410.2605,
  "species": ["Ta", "S", "C", "S", "C", "N", "N", "C", "C", "C", "C", "C", "C", "S", "H", "H", "H", "H", "H", "C", "C", "C", "C", "C", "O", "C", "C", "C", "C", "C", "C", "Cl", "C", "C", "C", "N", "C", "N", "C", "N", "H", "H", "H", "H", "H", "H", "H", "H", "H", "H", "H", "H", "H", "H", "H", "H", "H", "H", "H", "H", "H", "H", "C", "C", "C", "N", "C", "S", "N", "C", "O", "C", "C", "C", "C", "C", "C", "H", "H", "H", "H", "H", "H", "H", "H", "H", "H", "H", "H", "H", "H", "C", "Si", "C", "C", "H", "H", "H", "H", "H", "H", "H", "H", "H"],
  "positions_angstrom": [[-0.076, 0.685, 0.101], [-3.230, 4.062, -4.891], [-2.027, 3.808, -3.879], [-1.326, 2.215, -3.679], [-0.312, 2.862, -2.420], [-0.437, 4.086, -2.188], [-1.358, 4.669, -2.974], [-1.548, 6.131, -2.782], [-1.188, 6.665, -1.560], [-1.364, 8.028, -1.321], [-1.894, 8.837, -2.291], [-2.227, 8.304, -3.513], [-2.035, 6.941, -3.772], [0.917, 1.894, -1.600], [-0.787, 6.016, -0.794], [-1.094, 8.442, -0.358], [-2.043, 9.890, -2.097], [-2.629, 8.937, -4.290], [-2.243, 6.558, -4.749], [3.675, -0.760, -6.605], [2.814, -1.012, -5.359], [3.263, -0.008, -4.285], [1.359, -0.717, -5.769], [2.922, -2.526, -4.927], [2.470, -3.327, -6.016], [4.360, -3.044, -4.602], [5.013, -2.998, -3.210], [5.670, -1.715, -2.770], [6.588, -1.041, -3.574], [7.197, 0.130, -3.149], [6.894, 0.637, -1.895], [7.630, 2.105, -1.342], [6.018, -0.036, -1.063], [5.418, -1.207, -1.504], [1.838, -2.992, -3.898], [1.637, -2.328, -2.591], [0.904, -1.284, -2.330], [0.859, -1.083, -0.990], [1.620, -2.131, -0.486], [2.091, -2.884, -1.424], [3.549, 0.276, -6.918], [3.370, -1.382, -7.447], [4.738, -0.913, -6.420], [2.870, 0.980, -4.541], [4.345, 0.076, -4.246], [2.926, -0.249, -3.277], [1.313, 0.250, -6.269], [0.668, -0.678, -4.922], [0.993, -1.470, -6.464], [3.124, -3.316, -6.725], [5.036, -2.578, -5.319], [4.303, -4.104, -4.858], [5.803, -3.753, -3.246], [4.316, -3.330, -2.445], [6.847, -1.436, -4.549], [7.909, 0.642, -3.782], [5.835, 0.350, -0.071], [4.757, -1.760, -0.847], [2.052, -4.035, -3.671], [0.888, -2.956, -4.427], [0.410, -0.677, -3.071], [1.778, -2.328, 0.558], [0.467, -0.766, 5.622], [-0.441, -1.947, 5.956], [-1.121, -2.542, 4.725], [-1.933, -1.526, 4.029], [-1.723, -1.030, 2.870], [-0.474, -1.503, 1.793], [-2.534, 0.048, 2.448], [-1.923, 1.267, 2.800], [-1.135, 1.781, 1.928], [-2.190, 1.817, 4.080], [-3.337, 1.415, 4.803], [-3.609, 1.989, 6.023], [-2.766, 2.980, 6.530], [-1.640, 3.399, 5.814], [-1.351, 2.828, 4.599], [0.946, -0.392, 6.525], [-0.099, 0.062, 5.182], [1.253, -1.064, 4.922], [-1.196, -1.643, 6.684], [0.143, -2.745, 6.413], [-1.790, -3.352, 5.016], [-0.385, -2.933, 4.025], [-2.714, -1.135, 4.556], [-2.676, 0.003, 1.441], [-4.033, 0.708, 4.367], [-4.489, 1.692, 6.577], [-2.999, 3.445, 7.479], [-1.006, 4.179, 6.212], [-0.478, 3.130, 4.042], [1.831, 2.554, 2.811], [2.718, 1.747, 1.425], [3.598, 2.776, 0.201], [3.164, -0.025, 1.623], [2.537, 3.161, 3.389], [1.397, 1.814, 3.486], [1.043, 3.223, 2.459], [4.592, 3.038, 0.587], [3.056, 3.706, 0.009], [3.742, 2.259, -0.748], [4.042, -0.129, 2.271], [3.421, -0.462, 0.660], [2.354, -0.600, 2.076]],
  "mulliken_charge": [1.06, -0.22, 0.09, -0.03, -0.03, -0.55, 0.53, 0.83, -0.29, -0.58, -0.49, -0.71, -0.52, 0.07, 0.41, 0.36, 0.41, 0.39, 0.34, -2.02, 2.35, -1.30, -1.86, 1.52, -0.67, -1.50, -1.32, 0.19, -0.20, -0.71, 0.12, -0.21, -1.07, -0.15, -2.33, 1.07, 0.20, 0.08, -0.73, -0.91, 0.49, 0.51, 0.40, 0.60, 0.16, -0.12, 0.51, 0.26, 0.38, 0.54, 0.63, 0.41, 0.54, 0.47, 0.47, 0.48, 0.74, 0.64, 0.43, 0.55, 0.14, 0.62, -0.64, -0.50, -0.76, 0.05, 0.28, -0.42, -0.23, 0.04, -0.71, 0.59, -0.34, -1.00, -0.37, -0.88, -0.05, 0.47, -0.05, 0.21, 0.33, 0.35, 0.32, 0.38, 0.42, 0.46, 0.74, 0.49, 0.46, 0.48, 0.37, -0.83, 0.31, -0.90, 0.17, 0.62, 0.07, 0.37, 0.44, 0.47, 0.28, 0.60, -0.55, 0.02]
}

=====

Number 1: HOMO-LUMO gap 0.333 hartree. Number 2: HOMO-LUMO gap 0.293 hartree. Number 3: HOMO-LUMO gap 0.152 hartree.